Record 1
ORCA calculation (ωB97M-V/def2-TZVPD) on a molecular structure, C42H34I2N6O3S2Ti.

The HOMO energy (alpha / beta) comes out at 0.5 / -1.7 eV. Its total charge is -2. For the HOMO-LUMO gap (alpha / beta), the calculation gives 2.44 / 4.69 eV. As for the spin multiplicity: 3. The LUMO energy (alpha / beta) is 2.96 / 2.96 eV.

Cartesian coordinates (Å):
Ti 0.030 0.925 -0.041
C 0.571 4.602 1.860
C 0.466 4.175 0.420
O -0.266 3.254 0.078
N 1.165 4.923 -0.473
C 1.120 4.695 -1.907
C 2.177 3.762 -2.447
C 3.133 4.227 -3.341
C 4.095 3.346 -3.814
C 4.072 2.041 -3.359
C 3.076 1.666 -2.465
N 2.136 2.498 -2.032
H -0.171 4.050 2.431
H 0.409 5.676 1.956
H 1.561 4.345 2.239
H 1.941 5.446 -0.103
H 1.216 5.663 -2.404
H 0.129 4.305 -2.134
H 3.121 5.264 -3.656
H 4.847 3.678 -4.518
H 4.803 1.312 -3.683
H 3.013 0.653 -2.086
I -1.263 1.809 -2.763
C -1.843 -0.170 -3.098
C -2.414 -0.444 -4.308
C -2.883 -1.747 -4.576
C -2.801 -2.696 -3.603
C -2.229 -2.411 -2.336
C -2.213 -3.407 -1.333
C -1.673 -3.122 -0.114
C -1.080 -1.868 0.129
C -1.020 -0.845 -0.805
C -1.673 -1.124 -2.054
H -2.513 0.334 -5.053
H -3.322 -1.973 -5.541
H -3.184 -3.697 -3.776
H -2.640 -4.380 -1.553
H -1.665 -3.867 0.674
H -0.625 -1.724 1.103
S 2.393 2.046 1.386
C 3.597 0.824 1.221
C 4.916 1.147 1.695
N 5.961 1.436 2.089
C 3.370 -0.405 0.673
S 1.841 -0.946 0.035
C 4.446 -1.347 0.573
N 5.316 -2.099 0.472
I 2.689 0.880 -7.564
C 2.381 -0.315 -5.877
C 3.161 -1.437 -5.654
C 2.921 -2.175 -4.508
C 1.926 -1.754 -3.633
N 1.190 -0.669 -3.854
C 1.403 0.034 -4.958
H 3.937 -1.723 -6.353
H 3.507 -3.056 -4.279
H 1.734 -2.275 -2.704
H 0.785 0.915 -5.099
C -2.351 -4.868 3.409
C -1.325 -3.760 3.493
C -0.004 -4.081 3.215
C 0.970 -3.093 3.253
C 0.624 -1.812 3.610
C -0.701 -1.462 3.916
N -0.870 -0.122 4.300
C -2.106 0.584 4.170
C -2.922 0.726 5.264
C -4.194 1.314 5.169
C -4.621 1.773 3.910
C -3.810 1.679 2.806
C -2.501 1.107 2.888
C -1.691 1.041 1.728
O -2.075 1.345 0.543
O -0.408 0.683 1.786
C -1.706 -2.445 3.815
C -3.175 -2.139 4.000
H -1.849 -5.828 3.280
H -3.030 -4.733 2.562
H -2.968 -4.927 4.308
H 0.255 -5.098 2.942
H 1.995 -3.316 2.981
H 1.374 -1.028 3.613
H -0.140 0.408 3.838
H -2.568 0.323 6.207
H -4.831 1.399 6.041
H -5.607 2.215 3.806
H -4.141 2.033 1.838
H -3.440 -1.967 5.047
H -3.787 -2.959 3.631
H -3.471 -1.246 3.453



Record 2
ORCA calculation (ωB97M-V/def2-TZVPD) on 2 unconnected molecules or ions with the total composition C13H16NS at a distorted geometry.

The HOMO energy comes out at -12.3 eV. Its total charge is +1. For the HOMO-LUMO gap, the calculation gives 8.21 eV. The LUMO energy is -4.11 eV.

Cartesian coordinates (Å):
C 0.231 -0.047 3.317
C -0.400 -1.265 3.525
C 0.206 0.472 2.013
C -1.081 -1.908 2.531
C -0.344 -0.219 0.958
C -1.046 -1.380 1.280
C -0.399 0.282 -0.405
C 0.824 2.067 -0.857
C -1.678 -2.267 0.155
C -1.940 -1.403 -1.106
C 3.330 1.681 -0.908
C -1.190 0.345 -2.689
C 2.029 1.746 -1.710
N -1.089 -0.275 -1.327
S 0.182 3.261 -0.074
H 0.641 0.570 4.235
H -0.405 -1.719 4.573
H 0.566 1.459 1.902
H -1.475 -2.870 2.831
H -0.952 -3.032 0.022
H -2.581 -2.750 0.514
H -2.120 -2.021 -2.115
H -2.925 -0.839 -1.069
H 3.369 0.893 -0.162
H 3.593 2.723 -0.361
H 4.161 1.666 -1.587
H -2.296 0.384 -2.879
H -0.679 -0.345 -3.215
H -0.621 1.335 -2.614
H 1.948 0.944 -2.330
H 2.139 2.512 -2.447



Record 3
ORCA calculation (ωB97M-V/def2-TZVPD) on a molecular structure, C37H27Cl2IN5O3Pt.

The HOMO energy comes out at -15.9 eV. Its total charge is +3. For the HOMO-LUMO gap, the calculation gives 4.81 eV. The LUMO energy is -11.06 eV.

Cartesian coordinates (Å):
Pt 0.162 0.311 -0.298
C 0.495 -4.033 -0.697
O 1.806 -3.373 -0.556
C 1.562 -2.099 -0.453
N 0.332 -1.705 -0.411
C -0.542 -2.881 -0.573
C -1.440 -2.789 -1.781
C -2.582 -3.582 -1.822
C -3.389 -3.585 -2.950
C -3.060 -2.794 -4.043
C -1.917 -2.008 -4.010
C -1.104 -2.008 -2.884
C 2.648 -1.088 -0.440
C 4.020 -1.253 -0.456
C 4.810 -0.105 -0.484
C 4.236 1.165 -0.502
C 2.856 1.249 -0.480
N 2.116 0.138 -0.445
C 1.971 2.441 -0.503
N 0.697 2.273 -0.381
C 0.026 3.581 -0.512
C 1.232 4.522 -0.782
O 2.421 3.648 -0.685
C -1.034 3.583 -1.585
C -2.108 4.459 -1.461
C -3.071 4.529 -2.458
C -2.968 3.719 -3.580
C -1.899 2.842 -3.706
C -0.932 2.775 -2.713
H 0.425 -4.793 0.074
H 0.488 -4.489 -1.683
H -1.140 -2.961 0.335
H -2.846 -4.200 -0.971
H -4.272 -4.209 -2.978
H -3.688 -2.802 -4.924
H -1.647 -1.406 -4.868
H -0.202 -1.407 -2.879
H 4.456 -2.243 -0.461
H 5.887 -0.200 -0.498
H 4.843 2.059 -0.541
H -0.441 3.817 0.447
H 1.358 5.308 -0.045
H 1.228 4.934 -1.788
H -2.193 5.093 -0.585
H -3.896 5.222 -2.361
H -3.713 3.780 -4.361
H -1.809 2.222 -4.588
H -0.092 2.099 -2.834
Cl -4.827 -3.234 3.243
C -3.619 -2.429 4.058
C -3.550 -2.415 5.416
C -2.506 -1.720 6.062
Cl -2.513 -1.740 7.726
C -1.462 -1.010 5.361
C -0.426 -0.327 6.008
C 0.508 0.330 5.232
C 0.378 0.287 3.849
N -0.598 -0.365 3.210
C -1.487 -0.995 3.957
C -2.590 -1.702 3.211
O -2.666 -1.703 2.016
H -4.288 -2.930 6.016
H -0.360 -0.307 7.087
H 1.325 0.872 5.687
H 1.094 0.804 3.219
I -4.028 2.950 2.747
C -3.550 1.766 1.109
C -4.507 1.369 0.181
C -4.103 0.588 -0.886
C -2.772 0.230 -1.008
N -1.856 0.623 -0.117
C -2.240 1.378 0.926
H -5.542 1.665 0.291
H -4.810 0.256 -1.633
H -2.425 -0.373 -1.836
H -1.468 1.664 1.625